DFT (ωB97M-V/def2-TZVPD) results for C9H14BrN2O8PReSe4Te as an isolated structure in a non-equilibrium geometry.

- Frontier orbital gap (spin up / spin down): 6.3 / 5.5 eV
- Spin multiplicity: 4
- Energy: -13930.185387 a.u.

Each line ends with the natural charge from an NBO analysis.
Geometry (Å):
Re -0.312 0.049 -0.078  0.901
Se 1.203 0.119 1.815  -0.227
Se 3.310 -0.901 1.301  -0.173
Te 2.601 -2.870 -0.019  0.034
Se 0.601 -1.782 -1.303  -0.285
N -0.523 -3.707 1.194  -0.760
C -0.625 -2.876 2.436  -0.635
P -2.096 -1.851 2.098  2.178
O -3.316 -2.691 2.179  -1.128
O -1.789 -1.155 0.789  -1.107
C -2.342 -0.466 3.282  -0.606
N -3.733 -0.016 2.928  -0.707
H -1.360 -4.274 1.051  0.435
H 0.329 -4.277 1.217  0.448
H -0.381 -3.070 0.359  0.475
H 0.277 -2.263 2.486  0.292
H -0.725 -3.517 3.309  0.240
H -1.645 0.352 3.111  0.276
H -2.339 -0.783 4.323  0.235
H -3.802 0.442 1.980  0.483
H -4.103 0.643 3.610  0.427
H -4.332 -0.851 2.888  0.456
Br 0.695 1.053 -4.054  0.106
C -0.801 2.115 -3.599  -0.074
C -1.781 2.266 -4.596  -0.164
C -2.884 3.116 -4.383  -0.226
C -3.033 3.778 -3.212  -0.163
C -2.078 3.593 -2.100  0.033
C -0.898 2.733 -2.389  -0.145
C 0.177 2.723 -1.323  0.765
O 0.542 3.793 -0.891  -0.576
O 0.657 1.562 -0.975  -0.712
H -1.664 1.741 -5.533  0.227
H -3.609 3.244 -5.176  0.225
H -3.868 4.442 -3.037  0.220
H -1.734 4.531 -1.662  0.254
O -4.177 1.228 0.503  -1.027
Se -2.773 1.571 -0.203  2.780
O -2.957 3.095 -0.926  -0.777
O -1.563 1.656 0.910  -1.017
O -2.174 0.510 -1.304  -0.982